Formula: C34H21AsCl5NNdO2PS4
Source: the OMol25 dataset
Level of theory: the ωB97M-V functional and the def2-TZVPD basis

```
70
Properties=species:S:1:pos:R:3:lowdin_spin:R:1
Nd 0.41148 1.42144 1.15684 3.030
S -2.73964 5.60738 1.76583 0.001
As -1.38624 3.99107 1.59811 0.001
S 0.63077 4.12334 2.41669 -0.006
S -1.01332 3.29518 -0.50143 -0.007
S -2.01842 2.12377 2.48321 -0.009
O 3.35046 -1.10539 -0.98700 0.000
C 2.78704 -0.13266 -0.53781 0.000
O 1.59087 -0.08638 -0.07261 -0.005
C 3.49072 1.24585 -0.43291 0.000
C 4.89106 1.36233 -0.52720 0.000
C 5.42860 2.61941 -0.46170 0.000
C 4.58429 3.75716 -0.31146 0.000
C 5.05608 5.08504 -0.18716 0.000
C 4.16644 6.10456 -0.25958 0.000
C 2.74967 5.86619 -0.40624 0.000
C 2.31846 4.57774 -0.37108 0.000
C 3.20619 3.51619 -0.35222 0.000
N 2.69962 2.27529 -0.38999 -0.002
H 5.48997 0.43318 -0.58426 0.000
H 6.49821 2.80450 -0.55440 0.000
H 6.10383 5.24042 -0.13176 0.000
H 4.52588 7.12846 -0.23088 0.000
H 2.05864 6.73715 -0.44164 0.000
H 1.26690 4.29307 -0.43028 0.000
Cl -2.00430 -1.31891 2.77338 0.001
C -0.53808 -1.10649 3.69881 0.000
C 0.50468 -0.41110 3.05006 -0.003
C 1.63808 -0.12118 3.81237 0.000
Cl 2.91115 0.81687 3.06708 0.000
C 1.81400 -0.53099 5.09312 0.000
Cl 3.30878 -0.23410 5.90594 0.000
C 0.81866 -1.36645 5.62731 0.000
Cl 1.07925 -1.94504 7.24494 0.000
C -0.39171 -1.62870 4.99540 0.000
Cl -1.64086 -2.52368 5.74931 0.000
C -6.11689 -1.10999 -0.13102 0.000
C -5.30858 -0.13941 0.48810 0.000
C -3.94913 -0.12296 0.18097 0.000
C -3.34007 -1.08785 -0.62847 0.000
C -4.18771 -1.96860 -1.28830 0.000
C -5.54107 -2.03545 -0.98634 0.000
P -1.53837 -1.01539 -0.74355 0.000
C -1.21420 -1.09142 -2.55753 0.000
C -0.94449 -2.27462 -3.22146 0.000
C -0.85303 -2.30036 -4.59734 0.000
C -0.95056 -1.11900 -5.33407 0.000
C -1.07599 0.09523 -4.65439 0.000
C -1.23559 0.10597 -3.28270 0.000
C -1.02300 -2.73935 -0.39622 0.000
C -1.93546 -3.73964 0.03576 0.000
C -1.50321 -5.06631 0.17209 0.000
C -0.17405 -5.35113 -0.06864 0.000
C 0.78039 -4.36889 -0.39202 0.000
C 0.31764 -3.05274 -0.56596 0.000
H -7.16998 -1.28635 0.13880 0.000
H -5.72257 0.61119 1.11070 0.000
H -3.35321 0.63522 0.64210 0.000
H -3.82199 -2.68678 -2.04401 0.000
H -6.19884 -2.79732 -1.48556 0.000
H -1.03680 -3.18731 -2.67844 0.000
H -0.75982 -3.30239 -5.08503 0.000
H -0.97131 -1.12428 -6.42136 0.000
H -1.18810 1.01347 -5.19303 0.000
H -1.45389 1.05776 -2.77453 0.000
H -2.98129 -3.45284 0.29740 0.000
H -2.19798 -5.90318 0.40924 0.000
H 0.14777 -6.35672 0.10185 0.000
H 1.83985 -4.48536 -0.47122 0.000
H 1.01434 -2.26773 -0.84257 0.000
```

* energy above the lowest of the compared OMol25 structures with the same formula, charge and spin: 0.000 eV
* expectation value of S²: 3.7530
* net charge: -2
* Kohn-Sham gap (spin up / spin down): 5.956 / 5.967 eV
* spin multiplicity: 4
* HOMO (spin up / spin down): -2.01 / -2.02 eV

=====

Formula: C6H14N2O2
Source: the OMol25 dataset
Level of theory: the ωB97M-V functional and the def2-TZVPD basis

```
24
Properties=species:S:1:pos:R:3:lowdin_charge:R:1
C 1.51674 0.70482 0.40473 -0.327
C 2.71843 -0.09523 0.15075 -0.410
C 0.21792 -0.07371 0.50671 -0.197
C -0.00552 -0.96179 -0.69390 -0.179
C -1.49358 -1.30145 -0.53199 -0.189
C -2.49475 -0.10641 -0.45648 -0.195
H 2.02538 1.75690 -1.25314 0.082
H 1.20861 2.67260 -0.10365 0.016
H 1.77683 1.17877 1.45566 0.191
H 0.22473 -0.70927 1.36396 0.113
H -0.55788 0.62510 0.67778 0.071
H 0.62135 -1.79288 -0.62812 0.092
H 0.20079 -0.32009 -1.56370 0.128
H -1.61017 -1.94803 0.35335 0.129
H -1.62779 -1.75659 -1.42835 0.065
H -2.41369 0.67436 -1.26625 0.125
H -3.42391 -0.65455 -0.72844 0.094
H -2.37016 0.73251 1.71702 0.024
H -2.89874 1.61909 0.52322 0.009
H 3.53499 -1.64568 1.05134 0.118
N 1.37742 1.84881 -0.48349 0.094
N -2.69652 0.73788 0.81795 0.002
O 3.51918 0.10161 -0.78922 0.077
O 2.65034 -1.28678 0.90427 0.066
```

* SMILES: NCCCC[C@H](N)C(=O)O
* energy above the lowest of the compared OMol25 structures with the same formula, charge and spin: 3.260 eV
* Kohn-Sham gap: 9.345 eV
* HOMO: -8.65 eV

=====

Formula: C21H33FeN2O2Si
Source: the OMol25 dataset
Level of theory: the ωB97M-V functional and the def2-TZVPD basis

```
60
Properties=species:S:1:pos:R:3:lowdin_spin:R:1
Fe -0.97876 1.21931 -0.25365 1.169
C 0.84355 4.89925 -0.51164 0.000
C 0.33363 3.65868 0.15560 0.002
O -0.50248 2.96335 -0.56144 0.003
C 0.69361 3.32668 1.43690 0.000
C 0.16689 2.21407 2.14171 -0.006
C 0.41033 2.10164 3.61737 -0.002
N -0.54124 1.30172 1.52718 -0.028
N -1.12804 0.31825 2.32630 -0.004
C -1.92141 -0.38812 1.58665 0.008
O -2.12513 -0.12911 0.31596 0.011
C -2.61553 -1.55853 2.16536 0.000
C -2.18769 -2.10269 3.37424 0.001
C -2.82880 -3.21187 3.90009 0.000
C -3.90007 -3.78238 3.22403 0.002
C -4.32636 -3.24274 2.01907 0.000
C -3.68260 -2.13606 1.48613 0.002
H 0.02125 5.60482 -0.64401 0.000
H 1.62851 5.37662 0.07124 0.000
H 1.22393 4.65434 -1.50385 0.000
H 1.35768 3.98722 1.97441 0.000
H 0.95953 2.96951 3.97415 0.000
H -0.53220 2.01326 4.15449 0.000
H 0.97548 1.19463 3.83765 0.000
H -1.35209 -1.64774 3.88870 0.000
H -2.49003 -3.63537 4.83677 0.000
H -4.39922 -4.64983 3.63664 0.000
H -5.16015 -3.68713 1.49112 0.000
H -3.99621 -1.71195 0.54203 0.000
C 2.55422 0.91571 -0.36940 -0.012
Si 0.98043 0.15206 -1.04711 -0.089
C 0.81067 0.60801 -2.91159 -0.021
C 1.06782 2.10800 -3.11511 -0.001
C -0.61497 0.30254 -3.38192 -0.004
C 1.80740 -0.13588 -3.81008 -0.006
C 1.03088 -1.73197 -0.66758 -0.012
C -0.23199 -2.48778 -1.09103 -0.001
C 2.24161 -2.40470 -1.33367 -0.004
C 1.23501 -1.89898 0.84852 -0.001
H 3.41482 0.50563 -0.90542 -0.003
H 2.68163 0.70585 0.69306 0.000
H 2.56297 1.99989 -0.48701 0.000
H 0.36970 2.73461 -2.56015 0.000
H 0.95791 2.34405 -4.17935 0.000
H 2.08369 2.38850 -2.82437 0.000
H -1.37590 0.81081 -2.77134 -0.002
H -0.84939 -0.76244 -3.35995 0.000
H -0.76271 0.65979 -4.40702 0.000
H 2.84098 0.02265 -3.49229 0.000
H 1.72094 0.23816 -4.83671 -0.002
H 1.62368 -1.20874 -3.84544 0.000
H -0.31738 -2.55170 -2.17854 0.000
H -1.14374 -2.03661 -0.70237 0.000
H -0.18119 -3.51514 -0.71267 0.000
H 2.17462 -2.43080 -2.41916 0.000
H 2.29737 -3.44344 -0.98934 -0.001
H 3.18462 -1.92374 -1.06237 0.000
H 0.43890 -1.45522 1.44375 0.000
H 2.17914 -1.46121 1.18008 0.000
H 1.27187 -2.96774 1.08638 0.000
```

* expectation value of S²: 0.8292
* Kohn-Sham gap (spin up / spin down): 7.975 / 8.024 eV
* spin multiplicity: 2
* HOMO (spin up / spin down): -7.89 / -7.86 eV

=====

Formula: C3H11NO3
Source: the OMol25 dataset
Level of theory: the ωB97M-V functional and the def2-TZVPD basis

```
18
Properties=species:S:1:pos:R:3:lowdin_charge:R:1
O 1.84314 -0.25529 1.77723 -0.003
C 0.86693 0.57057 1.69249 -0.180
C -0.50296 0.15747 1.41683 -0.446
C -1.13310 1.07622 0.40304 -0.064
N -0.80251 -1.19556 0.87335 0.071
H 0.91927 1.66766 1.79824 0.132
H -0.99612 0.14986 2.45074 0.178
H -2.19492 0.92897 0.52754 0.077
H -0.96802 0.65518 -0.70174 0.112
H -0.89747 2.11359 0.56642 0.067
H -0.10159 -1.70876 1.31584 0.039
H -0.37756 -1.26727 -0.02877 0.045
H -0.08206 -0.19833 -2.64614 0.046
H -0.79284 -1.33207 -3.36539 0.008
O -1.00432 -0.55723 -2.87930 -0.081
H 2.70792 -0.04874 -1.35287 0.047
H 1.70129 -0.40559 -0.47804 -0.058
O 1.81493 -0.35067 -1.36949 0.011
```

* SMILES: C[C@@H](N)C=O.O.O
* energy above the lowest of the compared OMol25 structures with the same formula, charge and spin: 2.477 eV
* Kohn-Sham gap: 10.509 eV
* HOMO: -10.22 eV